# 1
Density functional theory data (wB97M-V/def2-TZVPD) for one molecule with the formula C22H29NO5.

The geometry in XYZ format:
```
57
C22H29NO5 wB97M-V/def2-TZVPD
C -1.303 -4.683 1.028
C -2.383 -3.672 0.672
H -2.837 -3.928 -0.291
H -3.150 -3.625 1.447
O -1.853 -2.347 0.595
C -1.259 -1.995 -0.550
O -1.167 -2.720 -1.505
C -0.703 -0.574 -0.468
C 0.420 -0.601 0.587
H 1.097 -1.428 0.354
H -0.005 -0.774 1.576
C 1.230 0.700 0.599
N 1.764 0.975 -0.711
C 3.056 0.863 -1.105
O 3.361 0.841 -2.289
C 4.112 0.810 -0.059
C 5.286 0.188 -0.273
C 5.663 -0.545 -1.518
H 5.905 0.162 -2.308
H 6.533 -1.162 -1.307
H 4.842 -1.159 -1.876
O 6.285 0.143 0.665
C 5.949 0.674 1.924
C 5.079 1.918 1.743
O 3.881 1.554 1.103
H 5.625 2.654 1.138
H 4.800 2.356 2.702
H 5.390 -0.072 2.506
H 6.888 0.905 2.430
C 0.738 1.084 -1.728
C -0.078 -0.203 -1.819
H 0.581 -1.017 -2.129
H -0.847 -0.103 -2.583
H 0.095 1.935 -1.483
H 1.237 1.276 -2.679
H 0.593 1.538 0.900
H 2.037 0.616 1.322
C -1.841 0.368 -0.038
H -1.473 1.391 0.039
H -2.179 0.061 0.954
C -3.044 0.349 -0.990
C -4.175 1.137 -0.392
C -4.337 2.484 -0.688
C -5.358 3.217 -0.107
C -6.229 2.610 0.780
C -6.074 1.268 1.085
C -5.053 0.539 0.503
H -4.934 -0.509 0.741
H -6.752 0.789 1.776
H -7.028 3.180 1.232
H -5.475 4.263 -0.350
H -3.662 2.962 -1.383
H -2.767 0.781 -1.952
H -3.361 -0.683 -1.157
H -0.815 -4.401 1.957
H -1.749 -5.666 1.144
H -0.560 -4.725 0.235
```

As for the multiplicity: 1. The calculation puts the molar mass at 387.476 g mol⁻¹. The value obtained for the relative energy (zero: lowest compared OMol25 entry of this formula, charge and spin) is 0.105 eV. Its total charge is 0. The gap between HOMO and LUMO comes out at 8.9588 eV. The lowest unoccupied orbital energy comes out at 0.680 eV. The HOMO energy comes out at -8.28 eV.

# 2
Density functional theory data (wB97M-V/def2-TZVPD) for C22H29NO7PPbS3 as an isolated structure.

The geometry in XYZ format:
```
64
C22H29NO7PPbS3 wB97M-V/def2-TZVPD
Pb -0.904 0.471 0.657
C 2.120 -2.218 5.193
C 2.216 -1.699 3.790
C 2.538 -2.548 2.734
C 2.622 -2.079 1.431
C 2.391 -0.739 1.171
C 2.105 0.144 2.214
C 2.016 -0.345 3.510
S 2.328 -0.166 -0.536
C 3.639 1.065 -0.462
O 1.006 0.626 -0.648
H 1.881 -3.279 5.206
H 1.371 -1.675 5.767
H 3.077 -2.092 5.706
H 2.728 -3.596 2.934
H 2.860 -2.751 0.614
H 2.053 1.213 2.032
H 1.822 0.345 4.323
H 3.385 1.840 0.253
H 3.746 1.497 -1.456
H 4.556 0.551 -0.175
O -3.082 3.054 -0.198
C -1.823 3.508 -0.340
N -0.797 2.730 -0.313
S 0.631 3.692 -0.496
O 1.333 3.555 0.743
O 1.281 3.409 -1.724
C -0.265 5.224 -0.567
C 0.198 6.512 -0.664
C -0.755 7.532 -0.689
C -2.115 7.254 -0.614
C -2.571 5.947 -0.508
C -1.622 4.935 -0.492
H 1.255 6.734 -0.717
H -0.426 8.560 -0.760
H -2.822 8.072 -0.630
H -3.626 5.719 -0.439
C 0.208 -5.257 0.678
C -1.218 -4.931 0.285
O -1.295 -3.786 -0.599
P -0.690 -2.338 -0.296
O 0.400 -2.156 -1.428
C 0.279 -2.611 -2.805
C 1.381 -1.964 -3.613
O -1.946 -1.410 -0.911
C -3.309 -1.861 -1.116
C -3.823 -1.378 -2.454
H 0.220 -6.141 1.315
H 0.648 -4.424 1.232
H 0.814 -5.457 -0.206
H -1.835 -4.749 1.167
H -1.663 -5.744 -0.283
H -0.704 -2.328 -3.183
H 0.360 -3.696 -2.816
H 1.302 -0.878 -3.566
H 1.296 -2.275 -4.654
H 2.359 -2.268 -3.242
H -3.918 -1.476 -0.298
H -3.325 -2.947 -1.076
H -3.830 -0.289 -2.510
H -4.841 -1.742 -2.592
H -3.204 -1.765 -3.263
S -4.721 1.108 0.280
C -3.296 1.764 0.103
```

As for the multiplicity: 2. The calculation puts the molar mass at 753.849 g mol⁻¹. The value obtained for the relative energy (zero: lowest compared OMol25 entry of this formula, charge and spin) is 1.641 eV. The expectation value of S² is 0.755. Its total charge is +2. The gap between HOMO and LUMO (alpha / beta) comes out at 7.3889 / 6.0721 eV. The lowest unoccupied orbital energy (alpha / beta) comes out at -7.146 / -8.464 eV. The HOMO energy (alpha / beta) comes out at -14.53 / -14.54 eV.

# 3
Density functional theory data (wB97M-V/def2-TZVPD) for C22H30AlAs2N3O3 as an isolated structure at a distorted geometry.

The geometry in XYZ format:
```
61
C22H30AlAs2N3O3 wB97M-V/def2-TZVPD
Al -0.249 0.450 -0.675
C 0.733 0.996 3.152
As -0.484 0.174 1.858
C -2.185 0.799 2.573
C -0.502 -1.718 2.310
C -0.377 -2.155 3.624
C -0.462 -3.504 3.923
C -0.688 -4.424 2.913
C -0.811 -3.999 1.601
C -0.705 -2.649 1.282
As -0.884 -2.040 -0.571
C -2.793 -2.318 -0.852
C -0.147 -3.504 -1.653
H 0.287 0.975 4.149
H 0.896 2.040 2.871
H 1.699 0.491 3.178
H -2.360 0.372 3.563
H -3.011 0.532 1.912
H -2.135 1.888 2.658
H -0.215 -1.439 4.425
H -0.366 -3.840 4.943
H -0.771 -5.474 3.145
H -0.999 -4.728 0.824
H -3.049 -3.367 -0.685
H -3.066 -2.031 -1.868
H -3.357 -1.691 -0.161
H -0.619 -4.456 -1.407
H 0.931 -3.605 -1.529
H -0.355 -3.288 -2.704
C 0.497 0.134 -4.779
C 0.725 0.767 -3.453
O 0.038 0.439 -2.444
N 1.674 1.674 -3.343
C 2.023 2.311 -2.079
C 2.618 1.317 -1.111
C 3.995 1.263 -0.931
C 4.530 0.288 -0.103
C 3.672 -0.625 0.499
C 2.314 -0.477 0.302
N 1.794 0.476 -0.472
H -0.477 -0.350 -4.807
H 1.254 -0.633 -4.954
H 0.574 0.857 -5.589
H 2.193 1.942 -4.168
H 1.130 2.759 -1.633
H 2.742 3.104 -2.284
H 4.636 1.981 -1.424
H 5.596 0.234 0.059
H 4.053 -1.431 1.104
H 1.602 -1.149 0.780
O 0.412 4.199 0.539
C -0.606 3.691 0.169
C -2.005 4.275 0.130
C -2.881 3.171 -0.471
C -1.928 2.031 -0.575
O -2.129 0.823 -0.867
N -0.681 2.363 -0.281
H -2.010 5.200 -0.447
H -2.305 4.533 1.148
H -3.258 3.436 -1.460
H -3.745 2.910 0.142
```

As for the multiplicity: 1. The calculation puts the molar mass at 561.326 g mol⁻¹. The value obtained for the relative energy (zero: lowest compared OMol25 entry of this formula, charge and spin) is 0.000 eV. Its total charge is +2. The gap between HOMO and LUMO comes out at 9.0691 eV. The lowest unoccupied orbital energy comes out at -5.666 eV. The HOMO energy comes out at -14.73 eV.

Copy entry 3 word for word.
Density functional theory data (wB97M-V/def2-TZVPD) for C22H30AlAs2N3O3 as an isolated structure at a distorted geometry.

The geometry in XYZ format:
```
61
C22H30AlAs2N3O3 wB97M-V/def2-TZVPD
Al -0.249 0.450 -0.675
C 0.733 0.996 3.152
As -0.484 0.174 1.858
C -2.185 0.799 2.573
C -0.502 -1.718 2.310
C -0.377 -2.155 3.624
C -0.462 -3.504 3.923
C -0.688 -4.424 2.913
C -0.811 -3.999 1.601
C -0.705 -2.649 1.282
As -0.884 -2.040 -0.571
C -2.793 -2.318 -0.852
C -0.147 -3.504 -1.653
H 0.287 0.975 4.149
H 0.896 2.040 2.871
H 1.699 0.491 3.178
H -2.360 0.372 3.563
H -3.011 0.532 1.912
H -2.135 1.888 2.658
H -0.215 -1.439 4.425
H -0.366 -3.840 4.943
H -0.771 -5.474 3.145
H -0.999 -4.728 0.824
H -3.049 -3.367 -0.685
H -3.066 -2.031 -1.868
H -3.357 -1.691 -0.161
H -0.619 -4.456 -1.407
H 0.931 -3.605 -1.529
H -0.355 -3.288 -2.704
C 0.497 0.134 -4.779
C 0.725 0.767 -3.453
O 0.038 0.439 -2.444
N 1.674 1.674 -3.343
C 2.023 2.311 -2.079
C 2.618 1.317 -1.111
C 3.995 1.263 -0.931
C 4.530 0.288 -0.103
C 3.672 -0.625 0.499
C 2.314 -0.477 0.302
N 1.794 0.476 -0.472
H -0.477 -0.350 -4.807
H 1.254 -0.633 -4.954
H 0.574 0.857 -5.589
H 2.193 1.942 -4.168
H 1.130 2.759 -1.633
H 2.742 3.104 -2.284
H 4.636 1.981 -1.424
H 5.596 0.234 0.059
H 4.053 -1.431 1.104
H 1.602 -1.149 0.780
O 0.412 4.199 0.539
C -0.606 3.691 0.169
C -2.005 4.275 0.130
C -2.881 3.171 -0.471
C -1.928 2.031 -0.575
O -2.129 0.823 -0.867
N -0.681 2.363 -0.281
H -2.010 5.200 -0.447
H -2.305 4.533 1.148
H -3.258 3.436 -1.460
H -3.745 2.910 0.142
```

As for the multiplicity: 1. The calculation puts the molar mass at 561.326 g mol⁻¹. The value obtained for the relative energy (zero: lowest compared OMol25 entry of this formula, charge and spin) is 0.000 eV. Its total charge is +2. The gap between HOMO and LUMO comes out at 9.0691 eV. The lowest unoccupied orbital energy comes out at -5.666 eV. The HOMO energy comes out at -14.73 eV.